(1)
11
Properties=species:S:1:pos:R:3:lowdin_charge:R:1 method="wB97M-V/def2-TZVPD" energy_ha=-397.02219 homo_lumo_gap_ha=0.267 total_charge=+2 e_homo_ev=-20.8
C 0.51678 -1.07008 2.46676 -0.025
C 0.91912 -0.20522 1.30258 -0.170
O -0.15036 -0.32580 0.29637 -0.238
H 1.37181 -1.10466 3.15421 0.122
H -0.33892 -0.64561 3.00657 0.109
H 0.28764 -2.09337 2.14520 0.107
H 1.82971 -0.55038 0.80256 0.138
H 0.99088 0.85539 1.56783 0.150
H -1.11249 0.35078 0.64049 0.348
Cd 0.32902 0.14222 -2.00796 1.748
O -0.41496 0.90606 -0.35807 -0.288

***

(2)
73
Properties=species:S:1:pos:R:3:lowdin_charge:R:1 method="wB97M-V/def2-TZVPD" energy_ha=-5370.59912 homo_lumo_gap_ha="0.248 / 0.245" total_charge=+1 e_homo_ev="-9.8 / -9.8"
Ni -0.52744 0.43048 -0.95525 -0.021
C -3.34837 -1.62002 -1.40328 -0.501
C -3.79867 -0.35603 -0.67853 -0.415
S -2.59867 1.00012 -0.41602 0.946
C -2.99313 2.20219 -1.71150 -0.463
C -2.64934 1.72850 -3.10627 -0.462
S -0.95590 1.06786 -3.11698 0.973
C -1.09472 -0.33853 -4.26310 -0.446
C -1.67164 -1.63275 -3.70925 -0.497
S -3.41847 -1.58715 -3.21645 0.915
H -4.03562 -2.41142 -1.09949 0.081
H -2.34928 -1.92634 -1.09896 0.045
H -4.09481 -0.61687 0.33846 0.072
H -4.66171 0.10382 -1.16304 0.089
H -2.41833 3.08803 -1.43519 0.076
H -4.04924 2.46042 -1.62563 0.098
H -2.70081 2.55335 -3.81705 0.094
H -3.31953 0.93346 -3.42269 0.031
H -0.07308 -0.50977 -4.60768 0.087
H -1.66225 0.03558 -5.11656 0.089
H -1.09563 -1.97846 -2.85354 0.050
H -1.59129 -2.38904 -4.49159 0.083
Cl 0.47571 -4.60928 -0.86081 0.718
C 1.50283 -3.26985 -1.23968 -0.590
C 2.85344 -3.50340 -1.53188 -0.114
C 3.70761 -2.46845 -1.78924 -0.614
Cl 5.37744 -2.78852 -2.13081 0.711
C 3.23683 -1.13614 -1.76974 -0.167
C 4.03127 0.00209 -2.02038 0.002
C 3.47629 1.25066 -1.96054 -0.024
C 2.12012 1.38119 -1.63680 -0.117
N 1.35210 0.33676 -1.40386 -0.019
C 1.87216 -0.92443 -1.47412 -0.127
C 0.95652 -1.99373 -1.19318 -0.427
O -0.26989 -1.72166 -0.89829 -0.201
H 3.21826 -4.52157 -1.54322 0.113
H 5.07823 -0.12798 -2.25848 0.101
H 4.06326 2.13792 -2.14956 0.116
H 1.65543 2.35648 -1.56238 0.116
C 4.01414 -1.61065 1.92766 -0.057
C 3.96988 -0.23830 1.71796 -0.062
C 2.75072 0.39922 1.55957 -0.098
C 1.56117 -0.33089 1.61180 -0.320
C 1.61150 -1.70353 1.83934 -0.067
C 2.83557 -2.33801 1.99509 -0.053
P 0.00775 0.51544 1.21551 1.091
C -1.30882 -0.23679 2.21730 -0.348
C -1.92699 0.45037 3.26014 -0.070
C -2.95641 -0.14745 3.97347 -0.060
C -3.37631 -1.42955 3.65211 -0.064
C -2.77506 -2.11307 2.60387 -0.064
C -1.75226 -1.51989 1.87889 -0.114
C 0.24894 2.20025 1.82557 -0.360
C -0.07004 3.28226 1.01101 -0.095
C 0.10919 4.58216 1.46381 -0.063
C 0.61700 4.80379 2.73452 -0.059
C 0.95514 3.72909 3.54883 -0.054
C 0.77738 2.43225 3.09711 -0.095
H 4.96704 -2.11024 2.04375 0.114
H 4.88604 0.33659 1.67868 0.113
H 2.72774 1.47023 1.39890 0.107
H 0.70446 -2.29062 1.88335 0.102
H 2.86364 -3.40651 2.16420 0.117
H -1.62044 1.45594 3.51214 0.100
H -3.43104 0.39253 4.78195 0.112
H -4.17513 -1.89435 4.21498 0.112
H -3.10311 -3.11221 2.34695 0.115
H -1.30088 -2.04311 1.04397 0.084
H -0.44915 3.10247 0.01099 0.069
H -0.14119 5.41876 0.82499 0.110
H 0.75962 5.81557 3.09015 0.113
H 1.36259 3.90359 4.53567 0.114
H 1.05763 1.59712 3.72831 0.123